#one
ORCA calculation (wB97M-V/def2-TZVPD) on C25H17MnN2O10PS as an isolated structure.

Multiplicity = 2
Orbital gap (alpha / beta) = 0.256 / 0.286 Ha
<S²> = 0.789
E_HOMO (alpha / beta) = -9.744 / -9.729 eV
LUMO level (alpha / beta) = -0.1023 / -0.0715 Ha

Last column: Löwdin spin population.
Positions of all 57 atoms, in Å:
O (0.435, 2.950, -5.524)  0.00
H (-3.679, 0.867, 1.476)  0.00
O (1.685, 1.605, -6.652)  0.00
H (-2.250, 0.504, -0.914)  0.00
H (-2.128, -0.049, -3.309)  0.00
C (-0.581, -1.515, -3.058)  0.00
H (-3.026, -4.804, 2.012)  0.00
H (-2.248, 4.637, 2.924)  0.00
O (1.475, 1.135, 0.363)  0.03
H (-2.271, -2.508, 5.547)  0.00
C (-1.483, -0.561, -2.607)  0.00
H (-1.174, -0.771, 4.193)  0.00
C (-0.710, 3.189, 2.573)  0.00
N (1.244, 2.052, -5.615)  0.00
C (-2.207, -2.627, 4.474)  0.00
C (-0.716, -0.899, -0.354)  0.00
C (0.257, -2.161, -2.159)  0.00
C (2.570, 0.274, -2.010)  0.00
C (-3.078, 2.807, 2.185)  0.01
C (0.202, -1.846, -0.811)  0.00
H (-4.089, 3.191, 2.225)  0.00
Mn (1.112, 0.878, 2.051)  1.09
C (-1.559, -0.257, -1.256)  0.00
C (1.249, 1.934, -3.158)  0.00
O (3.647, 0.850, 4.696)  0.00
H (-0.528, -1.754, -4.112)  0.00
C (-1.595, -1.647, 3.712)  0.00
C (-2.724, -3.762, 3.861)  0.00
C (1.681, 1.341, -1.980)  0.00
H (0.886, -2.324, -0.119)  0.00
C (2.612, 0.384, -4.440)  0.00
C (-0.489, 1.894, 2.126)  -0.07
N (3.907, -1.348, -3.284)  0.00
H (0.109, 3.817, 2.895)  0.00
O (2.527, 2.084, 2.829)  0.00
C (-1.510, -1.800, 2.328)  -0.01
H (0.548, 2.755, -3.137)  0.00
C (-2.855, 1.512, 1.755)  0.00
S (2.855, 0.787, 3.526)  0.00
O (4.103, -1.938, -2.243)  0.00
H (0.968, -2.900, -2.507)  0.00
C (-2.024, 3.633, 2.587)  0.00
C (3.010, -0.178, -3.241)  0.00
O (1.305, 0.386, 3.803)  -0.04
H (2.964, 0.012, -5.389)  0.00
O (0.372, 2.797, -0.627)  0.02
C (1.103, 1.844, -0.694)  0.01
H (-1.949, -3.064, 0.644)  0.00
P (-0.699, -0.491, 1.402)  -0.02
C (-1.532, 1.069, 1.716)  0.01
H (2.906, -0.202, -1.100)  0.00
C (1.723, 1.441, -4.359)  0.00
C (-2.019, -2.939, 1.716)  0.00
O (4.347, -1.670, -4.367)  0.00
H (-3.197, -4.528, 4.459)  0.00
C (-2.628, -3.918, 2.488)  0.00
O (3.145, -0.168, 2.457)  0.00

#two
ORCA calculation (wB97M-V/def2-TZVPD) on C25H17MnN2O10PS as an isolated structure.

Multiplicity = 2
Orbital gap (alpha / beta) = 0.280 / 0.300 Ha
<S²> = 0.794
E_HOMO (alpha / beta) = -9.790 / -9.774 eV
LUMO level (alpha / beta) = -0.0796 / -0.0587 Ha

Last column: Löwdin spin population.
Positions of all 57 atoms, in Å:
H (3.208, 2.809, -0.744)  0.00
H (-3.255, -1.960, 0.009)  0.00
C (-3.150, -4.038, -0.492)  0.00
C (-1.028, -5.054, -0.418)  0.00
H (-0.859, 6.082, -1.303)  0.00
C (0.067, 4.237, -0.753)  0.00
H (5.855, 2.203, 2.561)  0.00
C (3.886, 1.395, 2.789)  0.00
H (-3.342, 3.453, 1.017)  0.00
C (1.269, -0.647, -3.794)  0.00
H (2.729, -0.395, -0.749)  0.00
C (0.094, 0.936, -2.420)  0.00
C (2.173, -0.877, -2.765)  0.00
C (1.001, 0.710, -1.388)  0.00
C (-2.384, -5.174, -0.653)  0.00
C (3.398, 2.426, 0.252)  0.00
H (-0.716, 1.641, -2.282)  0.00
O (-2.751, 1.153, 2.645)  0.01
C (-2.410, 3.664, 0.510)  -0.01
H (-3.010, 5.581, -0.217)  0.00
C (-2.616, -2.821, -0.111)  0.00
C (-0.443, -3.867, -0.031)  0.00
C (2.634, 1.230, 2.212)  0.00
C (-1.249, -2.746, 0.119)  0.00
O (1.016, -6.112, -0.407)  0.00
C (0.231, 0.257, -3.622)  0.00
O (-2.090, 1.704, 4.964)  0.00
H (1.375, -1.175, -4.733)  0.00
C (-2.209, 4.855, -0.173)  0.00
H (1.849, 0.706, 2.741)  0.00
O (-0.511, 1.476, 3.022)  -0.05
C (-0.987, 5.139, -0.789)  0.00
C (-0.143, 3.036, -0.086)  0.00
O (-5.250, -3.107, -0.648)  0.00
C (4.882, 2.075, 2.106)  0.00
O (-1.547, -0.506, 4.019)  0.00
C (-0.603, -1.469, 0.538)  0.01
H (2.980, -1.585, -2.898)  0.00
O (-5.050, -5.217, -1.044)  0.00
P (0.770, 1.512, 0.218)  -0.02
O (-1.425, -0.424, 0.540)  0.02
S (-1.825, 0.889, 3.831)  0.00
H (-0.472, 0.433, -4.425)  0.00
H (4.081, 0.993, 3.774)  0.00
C (2.038, -0.204, -1.561)  0.00
C (4.640, 2.592, 0.837)  0.00
N (-4.606, -4.129, -0.748)  0.00
O (-0.723, -7.282, -0.910)  0.00
C (-1.356, 2.760, 0.529)  -0.09
C (2.392, 1.749, 0.945)  -0.01
H (5.422, 3.118, 0.307)  0.00
Mn (-1.172, 1.074, 1.449)  1.15
H (-2.828, -6.112, -0.951)  0.00
O (0.561, -1.404, 0.855)  0.01
N (-0.174, -6.250, -0.593)  0.00
H (0.620, -3.802, 0.154)  0.00
H (1.009, 4.465, -1.234)  0.00

Most stable one: #two, least stable one: #one.

#one
ORCA calculation (wB97M-V/def2-TZVPD) on one molecule with the formula C11H22N2O3.

Orbital gap = 0.361 Ha
E_HOMO = -9.350 eV
Structure (SMILES) = CC(C)C[C@H](NC(=O)[C@@H](N)C(C)C)C(=O)O
LUMO level = 0.0174 Ha

Last column: natural (NBO) charge in e.
Positions of all 38 atoms, in Å:
H (-3.252, 0.259, 2.059)  0.22
N (-2.471, -1.496, -0.606)  -0.83
H (2.921, -0.137, 2.105)  0.21
H (1.094, 1.282, 2.138)  0.21
H (-4.665, 1.145, 1.428)  0.21
O (1.525, 3.061, 0.172)  -0.57
H (-2.038, -1.970, -1.352)  0.37
H (1.495, -1.170, 1.893)  0.25
H (4.782, -0.444, 0.395)  0.20
C (2.795, -1.279, 0.152)  -0.24
C (2.189, -0.477, 1.321)  -0.40
C (1.963, 2.004, 0.293)  0.77
H (0.003, 1.453, -0.236)  0.41
C (-3.710, 1.066, -1.354)  -0.62
H (-2.350, 1.627, 0.240)  0.18
H (2.869, -2.268, 0.650)  0.21
O (-0.822, -0.949, 1.675)  -0.60
H (-2.316, -2.048, 0.234)  0.37
N (0.186, 0.534, 0.278)  -0.64
C (4.124, -0.891, -0.442)  -0.63
H (4.709, -1.758, -0.845)  0.21
C (-3.939, 0.383, 1.175)  -0.63
C (-2.984, 0.753, -0.028)  -0.20
H (-4.570, -0.602, 1.015)  0.22
H (-4.684, 1.615, -1.207)  0.22
C (-1.927, -0.238, -0.331)  -0.15
H (0.840, -1.913, -0.696)  0.20
C (-0.844, -0.238, 0.713)  0.70
C (1.296, 0.866, 1.046)  -0.14
H (1.707, -0.421, -1.471)  0.21
H (2.365, -2.132, -1.710)  0.21
H (-1.432, 0.082, -1.230)  0.20
H (2.980, 2.657, -0.752)  0.50
H (-3.041, 1.469, -2.171)  0.21
H (4.277, -0.052, -1.116)  0.23
C (1.831, -1.475, -1.050)  -0.60
H (-3.920, 0.082, -1.807)  0.22
O (3.010, 1.620, -0.575)  -0.69

#two
ORCA calculation (wB97M-V/def2-TZVPD) on one molecule with the formula C11H22N2O3.

Orbital gap = 0.382 Ha
E_HOMO = -9.857 eV
Structure (SMILES) = CC[C@H](C)[C@H](NC(=O)[C@@H](N)C(C)C)C(=O)O
LUMO level = 0.0198 Ha

Last column: natural (NBO) charge in e.
Positions of all 38 atoms, in Å:
H (4.851, -0.888, 0.405)  0.24
H (3.546, 1.217, -0.202)  0.21
H (-2.416, 0.425, 1.506)  0.23
H (-3.575, -2.060, -1.186)  0.22
C (2.265, -0.502, -0.390)  -0.13
C (3.108, 0.446, 0.476)  -0.21
H (2.584, -1.806, -1.949)  0.36
H (-3.450, 0.425, -0.862)  0.23
N (-0.140, 0.003, -0.452)  -0.60
H (-1.748, -2.101, -1.210)  0.20
C (-2.713, -0.485, 0.924)  -0.41
H (3.261, -0.342, -2.165)  0.37
H (-1.262, 0.687, -2.015)  0.24
H (-4.462, -1.837, 0.834)  0.20
H (1.739, 0.480, 2.188)  0.19
O (-0.438, 2.875, -0.751)  -0.69
H (1.913, -1.332, 0.258)  0.19
N (3.094, -1.070, -1.462)  -0.81
H (2.881, 1.795, 2.161)  0.22
C (-2.599, -0.196, -0.580)  -0.23
H (-2.602, -1.272, -2.494)  0.21
C (2.253, 1.192, 1.508)  -0.61
H (3.886, -1.019, 1.911)  0.20
H (-4.836, -0.095, 1.105)  0.21
C (1.084, 0.246, -0.971)  0.69
O (1.236, 1.072, -1.884)  -0.69
H (4.924, 0.402, 1.681)  0.21
C (-1.360, 0.648, -0.943)  -0.16
C (-1.475, 2.098, -0.430)  0.79
C (4.246, -0.315, 1.154)  -0.61
H (-0.181, -0.611, 0.358)  0.41
H (-2.030, -1.313, 1.214)  0.18
H (1.549, 1.819, 1.071)  0.22
H (-4.183, -1.118, 2.420)  0.22
O (-2.418, 2.518, 0.181)  -0.58
C (-4.126, -0.910, 1.344)  -0.60
C (-2.631, -1.472, -1.416)  -0.61
H (0.224, 2.395, -1.336)  0.52

Most stable one: #two, least stable one: #one.

#one
ORCA calculation (wB97M-V/def2-TZVPD) on a 2-piece molecular cluster, C5H11O3 overall.

Orbital gap = 0.306 Ha
E_HOMO = -4.450 eV
LUMO level = 0.1423 Ha
Net charge = -1

Last column: natural (NBO) charge in e.
Positions of all 19 atoms, in Å:
C (-0.778, 0.904, -2.150)  -0.65
H (-2.432, 3.141, -0.025)  0.20
H (-2.370, 3.084, -1.792)  0.19
H (0.008, 0.108, -2.124)  0.24
H (-0.197, 2.135, -0.387)  0.15
H (-0.230, 1.769, -2.665)  0.17
C (-1.128, 1.599, -0.743)  0.12
C (1.600, -1.534, 0.816)  0.80
C (-2.340, 2.533, -0.874)  -0.63
O (2.392, -2.135, 0.129)  -0.75
O (-1.574, 0.620, 0.131)  -0.79
H (-3.274, 1.917, -0.791)  0.21
H (2.604, -1.494, 2.615)  0.19
H (1.398, -2.687, 2.556)  0.20
C (1.578, -1.713, 2.361)  -0.75
H (0.872, -1.029, 2.685)  0.21
O (0.710, -0.761, 0.464)  -0.84
H (-1.548, 0.414, -2.667)  0.20
H (-0.659, 0.116, 0.341)  0.54

#two
ORCA calculation (wB97M-V/def2-TZVPD) on a 2-piece molecular cluster, C5H11O3 overall.

Orbital gap = 0.321 Ha
E_HOMO = -4.590 eV
LUMO level = 0.1522 Ha
Net charge = -1

Last column: natural (NBO) charge in e.
Positions of all 19 atoms, in Å:
O (-0.719, 0.582, 1.781)  -0.76
H (-2.052, -1.705, -2.977)  0.18
O (1.036, 1.069, 0.465)  -0.80
H (-2.172, -2.035, -1.199)  0.20
H (-2.366, -0.402, -1.843)  0.23
H (0.172, -1.262, -2.824)  0.13
C (0.341, -1.721, -0.723)  -0.66
H (1.360, -1.347, -0.560)  0.22
H (-0.186, -1.386, 0.183)  0.24
C (-1.824, -1.344, -1.970)  -0.64
H (1.474, 0.501, 3.418)  0.20
O (-0.145, 0.370, -1.742)  -0.80
H (2.172, 1.912, 2.566)  0.20
C (1.254, 1.382, 2.820)  -0.72
C (0.442, 0.989, 1.583)  0.77
H (0.308, 0.637, -0.887)  0.52
H (0.641, 2.058, 3.424)  0.20
H (0.410, -2.816, -0.682)  0.18
C (-0.321, -1.020, -1.904)  0.11

#three
ORCA calculation (wB97M-V/def2-TZVPD) on a 2-piece molecular cluster, C5H11O3 overall.

Orbital gap = 0.297 Ha
E_HOMO = -4.321 eV
LUMO level = 0.1379 Ha
Net charge = -1

Last column: natural (NBO) charge in e.
Positions of all 19 atoms, in Å:
O (-2.141, 0.547, 0.058)  -0.80
H (-1.162, 1.832, -2.488)  0.22
C (0.664, -1.376, 1.031)  0.13
C (1.885, -0.574, 1.511)  -0.63
C (-1.018, 2.102, -1.444)  -0.77
H (-0.194, 1.720, -0.846)  0.19
C (0.737, -1.470, -0.476)  -0.63
H (1.943, 0.442, 1.084)  0.20
H (-1.141, -0.189, 1.098)  0.55
O (-3.369, 1.821, -1.344)  -0.77
H (2.844, -1.008, 1.116)  0.18
H (0.750, -2.448, 1.382)  0.13
H (1.927, -0.564, 2.572)  0.20
O (-0.541, -0.944, 1.490)  -0.80
H (-1.046, 3.204, -1.349)  0.20
H (1.722, -1.754, -0.825)  0.18
H (0.047, -2.214, -0.885)  0.20
H (0.416, -0.541, -0.878)  0.22
C (-2.321, 1.414, -0.806)  0.80

Most stable one: #two, least stable one: #one.

#one
ORCA calculation (wB97M-V/def2-TZVPD) on a 2-piece molecular cluster, C5H11O3 overall.

Orbital gap = 0.306 Ha
E_HOMO = -4.416 eV
LUMO level = 0.1437 Ha
Net charge = -1

Last column: natural (NBO) charge in e.
Positions of all 19 atoms, in Å:
H (0.160, 1.291, 1.712)  0.21
O (-1.195, -1.759, 1.118)  -0.77
C (1.109, 0.887, 1.323)  -0.66
H (0.836, -0.177, 1.377)  0.24
H (0.068, 0.247, -0.852)  0.51
H (3.648, 0.884, 0.059)  0.18
H (2.896, 0.398, -1.503)  0.21
H (-2.919, -0.143, 1.340)  0.20
C (-1.504, -1.100, 0.102)  0.76
H (-3.399, -0.136, -0.397)  0.20
O (0.532, 1.097, -1.048)  -0.75
C (1.535, 1.250, -0.082)  0.11
H (-2.134, 0.966, 0.246)  0.21
O (-0.990, -1.172, -1.047)  -0.81
H (1.899, 1.081, 2.047)  0.19
C (-2.592, -0.013, 0.312)  -0.75
H (2.682, -0.570, -0.005)  0.20
C (2.786, 0.426, -0.430)  -0.63
H (1.892, 2.292, -0.136)  0.14

#two
ORCA calculation (wB97M-V/def2-TZVPD) on a 2-piece molecular cluster, C5H11O3 overall.

Orbital gap = 0.320 Ha
E_HOMO = -4.620 eV
LUMO level = 0.1505 Ha
Net charge = -1

Last column: natural (NBO) charge in e.
Positions of all 19 atoms, in Å:
C (1.260, -1.286, -0.432)  0.12
O (-0.927, -0.164, 1.449)  -0.83
O (-0.048, 1.893, 1.529)  -0.71
H (-2.514, 2.600, 1.908)  0.19
H (1.132, -2.447, -0.366)  0.13
C (-0.965, 1.131, 1.402)  0.79
C (-0.113, -0.921, -1.115)  -0.65
C (-2.433, 1.702, 1.391)  -0.73
H (-2.594, 1.809, 0.304)  0.20
C (2.266, -0.544, -1.384)  -0.63
H (-3.123, 1.036, 1.849)  0.20
H (3.269, -0.692, -1.215)  0.19
H (-0.257, 0.119, -1.233)  0.19
O (1.501, -0.875, 0.901)  -0.79
H (-0.271, -1.384, -2.078)  0.18
H (-0.970, -1.127, -0.579)  0.23
H (2.138, -0.729, -2.464)  0.18
H (2.085, 0.453, -1.110)  0.22
H (0.567, -0.573, 1.243)  0.51

Most stable one: #one, least stable one: #two.